(1)
{
  "formula": "C34H42BaNO4",
  "method": "ωB97M-V/def2-TZVPD",
  "species": ["Ba", "O", "O", "O", "O", "N", "C", "C", "C", "C", "C", "C", "C", "C", "C", "C", "C", "C", "C", "C", "C", "C", "C", "C", "C", "C", "C", "C", "C", "C", "C", "C", "C", "C", "C", "C", "C", "C", "C", "C", "H", "H", "H", "H", "H", "H", "H", "H", "H", "H", "H", "H", "H", "H", "H", "H", "H", "H", "H", "H", "H", "H", "H", "H", "H", "H", "H", "H", "H", "H", "H", "H", "H", "H", "H", "H", "H", "H", "H", "H", "H", "H"],
  "xyz": [[0.74893, -0.59786, -1.70503], [-3.04377, 2.20360, 0.60668], [-1.04479, 1.98534, -0.41099], [2.88520, -2.81073, -2.27576], [2.47522, -3.73977, 2.00726], [-0.88306, 4.90837, -1.04174], [-0.98014, -1.69785, 0.36617], [-1.15477, 3.33431, -2.86599], [2.36705, 0.02369, 0.48860], [-1.86894, 2.57594, 0.34529], [2.18630, -4.28629, 3.34189], [3.47255, -4.94363, 3.89141], [1.29533, 1.98820, 0.91323], [1.09376, -5.28258, 2.74476], [-1.71758, 4.15451, -1.87411], [3.73225, -4.31787, -4.04951], [-0.93725, 4.92794, 0.35600], [1.55369, -3.23698, 4.30696], [3.56159, -3.99356, -1.66897], [-1.76812, 3.95911, 2.43834], [-2.71839, -0.52569, -0.61978], [-1.49164, 3.85396, 1.07854], [-3.11442, 4.19800, -1.67836], [1.23853, -4.48531, 1.44558], [1.35710, -0.21074, 1.46278], [-5.29888, 2.96653, -1.71397], [-1.25189, -2.29267, -0.90712], [-3.74635, 5.20606, -0.76181], [2.32422, 1.40926, 0.13355], [-3.89472, 3.15506, -2.20511], [-1.94789, 2.34523, -3.42308], [-3.28099, 2.22742, -3.04878], [-0.76677, 6.16204, 2.42982], [-0.47506, 6.03386, 1.07745], [-2.31975, -1.55182, -1.52485], [2.99140, -2.96758, -3.73697], [4.22329, -4.84754, -2.71802], [0.68413, 0.99793, 1.71318], [-1.87963, -0.62604, 0.52910], [-1.46423, 5.14373, 3.10866], [0.61405, -2.88460, 3.84171], [2.96529, 1.95161, -0.56889], [-3.92474, 4.74869, 0.23044], [4.63115, -4.18656, -4.65508], [-1.95556, -0.04837, 1.44966], [4.25122, -4.23268, 4.24164], [-5.75211, 2.08652, -2.18002], [4.04171, -5.62433, 3.21021], [-3.11761, 6.09504, -0.61236], [1.53579, -6.30210, 2.68280], [-0.20239, 5.52105, -1.49174], [2.26348, -2.37920, 4.32540], [-5.91442, 3.84478, -1.94390], [-0.65206, -3.10391, -1.34746], [3.30978, -5.52146, 4.82018], [-1.49394, 1.65348, -4.13976], [1.06183, 3.04003, 0.93997], [5.30653, -4.88389, -2.58305], [-0.08244, 3.43624, -3.05975], [1.46658, -5.12601, 0.61000], [2.71427, -4.62521, -1.32709], [-2.22608, 3.06783, 2.89514], [-2.78756, -1.75502, -2.49910], [-3.56986, 0.16531, -0.71715], [-0.21257, -1.99478, 1.11387], [3.00338, -5.01545, -4.49585], [-5.30622, 2.81225, -0.62430], [0.10427, -5.26314, 3.21716], [3.63903, -2.15904, -4.17070], [2.95048, -0.76378, 0.00041], [-3.87988, 1.39417, -3.41806], [1.38430, -3.61150, 5.33940], [0.42390, -3.72799, 1.20743], [-0.11976, 1.16721, 2.43906], [1.94644, -3.06379, -4.15210], [4.32808, -3.65996, -0.95165], [-4.72267, 5.54099, -1.14236], [-1.73239, 5.22400, 4.16160], [0.04692, 6.81905, 0.53049], [1.14368, -1.18089, 1.92328], [-0.48021, 7.06322, 2.97101], [3.85878, -5.86340, -2.62579]],
  "total_energy_ev": -46310.6294,
  "fmax_ev_per_a": 2.5,
  "charge": -1,
  "molar_mass_g_mol": 666.04,
  "homo_energy_ev": -3.26
}


(2)
{
  "formula": "C34H42BiN6P",
  "method": "ωB97M-V/def2-TZVPD",
  "species": ["Bi", "P", "N", "N", "N", "N", "N", "N", "C", "C", "C", "C", "C", "C", "C", "C", "C", "C", "C", "C", "C", "C", "C", "C", "C", "C", "C", "C", "C", "C", "C", "C", "C", "C", "C", "C", "C", "C", "C", "C", "C", "C", "H", "H", "H", "H", "H", "H", "H", "H", "H", "H", "H", "H", "H", "H", "H", "H", "H", "H", "H", "H", "H", "H", "H", "H", "H", "H", "H", "H", "H", "H", "H", "H", "H", "H", "H", "H", "H", "H", "H", "H", "H", "H"],
  "xyz": [[0.43363, 0.52283, 0.12572], [1.68507, -2.12285, -1.74623], [0.89639, 2.85033, -2.40774], [-0.53579, 1.03552, 4.05767], [-0.42502, 2.61614, -0.47791], [-1.42342, -0.86843, 3.03100], [-1.28739, 1.02486, 1.75317], [-1.30857, 3.71549, -2.43524], [-1.07758, 0.42766, 2.93812], [-1.33079, 4.60878, 0.63628], [2.96204, -1.59083, 0.69446], [-2.11638, -0.57337, -1.61498], [3.05905, -3.11398, 2.58174], [3.46235, -1.93829, 1.97115], [-0.75475, -1.88813, 3.86474], [-0.28145, 3.14586, -1.73885], [2.01397, -5.45381, -4.15356], [-2.62541, 2.91022, 2.52332], [1.00473, 2.56901, -3.84230], [2.27572, -3.66169, -2.54442], [-2.27323, -2.95690, -1.97132], [-1.08675, 4.65153, -3.54901], [3.42936, -4.31825, -2.03280], [-2.94979, -1.68839, -1.90749], [2.17769, -2.45054, -0.08520], [-1.17053, 3.17720, 0.54437], [-0.90739, -3.10140, -1.87006], [1.62427, -4.19259, -3.63279], [3.13490, -6.04980, -3.66887], [-2.72458, 3.63256, -2.10817], [-2.04165, 5.16246, 1.70755], [-1.66850, 2.37537, 1.65077], [2.17748, -3.95338, 1.81600], [3.78240, -5.55987, -2.55515], [0.21669, 2.30720, 3.87648], [-2.21847, -1.49725, 2.02579], [-0.07714, -2.00123, -1.63758], [-2.69337, 4.29154, 2.61797], [-0.83698, 0.64934, 5.46435], [1.74958, -3.60205, 0.54249], [-0.76217, -0.79043, -1.28924], [2.14296, 2.81226, -1.67268], [-1.40505, 4.17561, -4.51465], [4.17326, -1.22667, 2.47192], [3.51325, -6.97430, -4.10757], [-1.65990, -0.11819, 5.49155], [-2.23072, 6.24200, 1.75126], [-3.97622, -1.51020, -2.19868], [3.30237, -0.65790, 0.20005], [4.04005, -3.85214, -1.23113], [1.10269, 2.31499, 4.56160], [-1.66778, -2.25642, 1.49780], [-2.57019, 0.38919, -1.48952], [-1.15600, 1.55929, 5.96367], [0.05012, 0.35907, 6.05251], [2.85648, 3.48108, -2.18393], [3.31586, -3.34819, 3.61263], [-3.26971, 3.56425, -3.02881], [-3.08253, -1.91730, 2.60931], [-2.94648, 2.82726, -1.46004], [-3.15364, 2.25547, 3.27348], [-1.72356, 5.49961, -3.37420], [-2.99990, 4.56795, -1.58604], [1.98968, 3.20267, -0.65056], [-0.89643, 5.26895, -0.12168], [-1.48140, -2.45065, 4.42601], [1.38248, 3.43585, -4.41931], [4.68405, -6.04113, -2.09697], [2.60421, 1.80751, -1.57800], [1.41151, -5.84235, -4.99842], [-0.15929, -1.33504, 4.63628], [-2.63551, -0.75761, 1.32841], [-0.42003, -4.09051, -1.95048], [-3.30974, 4.75533, 3.36955], [-0.11113, -2.48202, 3.24474], [0.03470, 2.27657, -4.24661], [1.11853, -4.32679, 0.03718], [0.84647, -3.63661, -4.07842], [-0.45718, 3.16849, 4.15521], [-2.89105, -3.81575, -2.25987], [-0.06602, 5.04561, -3.59042], [1.90873, -4.92637, 2.17130], [0.51259, 2.42795, 2.80680], [1.77126, 1.82873, -3.97752]],
  "total_energy_ev": -59992.4942,
  "fmax_ev_per_a": 3.1,
  "charge": 2,
  "molar_mass_g_mol": 774.71,
  "homo_energy_ev": -12.67
}